# C24H64N8O9

A 6-piece molecular cluster, C24H64N8O9 overall (ωB97M-V/def2-TZVPD, the Open Molecules 2025 dataset).

Last column: Mulliken charge in e.
Positions of all 105 atoms, in Å:
1 C 12.11674 -5.41926 -13.61388  -0.638
2 O 11.24749 -4.51534 -14.29662  -0.370
3 C 11.90219 -3.47777 -14.95438  -0.706
4 C 11.91104 -2.18257 -14.11476  0.334
5 C 10.46965 -1.82516 -13.84648  -1.332
6 N 12.60467 -1.12337 -14.84326  -0.592
7 H 12.64216 -4.79848 -12.88816  0.258
8 H 12.72813 -5.96016 -14.33618  0.267
9 H 11.69180 -6.16836 -12.94576  0.279
10 H 12.88098 -3.66731 -15.39499  0.423
11 H 11.31162 -3.16555 -15.81569  0.331
12 H 12.37317 -2.44599 -13.16337  0.202
13 H 10.37050 -0.83408 -13.40372  0.415
14 H 9.98744 -2.53955 -13.17925  0.306
15 H 9.92973 -1.82965 -14.79335  0.333
16 H 12.08383 -1.01483 -15.70177  0.221
17 H 12.41095 -0.23937 -14.39479  0.284
18 C 9.22047 3.65318 -19.05911  -0.714
19 O 10.59507 3.69113 -19.54952  -0.363
20 C 11.56808 2.73083 -19.07145  -0.607
21 C 11.43407 1.35086 -19.89839  -0.550
22 N 10.18704 0.70543 -19.51008  -0.157
23 C 10.15617 -0.59410 -20.18823  -0.859
24 C 10.00013 -0.64086 -21.75738  -0.481
25 O 8.68066 -0.15999 -22.16150  -0.306
26 C 8.46111 -0.24129 -23.53491  -0.711
27 H 9.21631 3.60693 -17.97010  0.304
28 H 8.52770 2.88496 -19.40262  0.279
29 H 8.73898 4.61213 -19.25064  0.275
30 H 11.42276 2.33713 -18.06548  0.317
31 H 12.54037 3.22338 -19.05935  0.385
32 H 12.21893 0.67183 -19.56523  0.402
33 H 11.67653 1.40953 -20.95946  0.254
34 H 9.49985 1.38232 -19.80957  0.123
35 H 9.30875 -1.17279 -19.82071  0.368
36 H 11.08730 -1.13696 -20.02576  0.430
37 H 10.08330 -1.69509 -22.02154  0.435
38 H 10.72602 0.03693 -22.20658  0.343
39 H 7.55276 0.24338 -23.89278  0.237
40 H 8.52223 -1.30568 -23.76174  0.296
41 H 9.34266 0.15523 -24.03864  0.298
42 C 22.64054 -2.10331 -10.28752  -0.789
43 O 21.64766 -1.08858 -10.15966  -0.317
44 C 20.39378 -1.61925 -10.59556  -0.683
45 C 19.45923 -0.42170 -10.52580  -0.365
46 N 18.89607 -0.35128 -9.14922  -0.304
47 C 17.82424 0.62004 -8.92066  -0.795
48 C 18.11255 2.00017 -9.42373  -0.309
49 O 16.97597 2.85962 -9.19050  -0.391
50 C 17.12833 3.97221 -8.27474  -0.674
51 H 22.46036 -3.03767 -9.75593  0.315
52 H 23.55773 -1.90073 -9.73452  0.289
53 H 22.85742 -2.27734 -11.34146  0.277
54 H 20.10098 -2.35714 -9.84865  0.318
55 H 20.54563 -2.15440 -11.53292  0.462
56 H 18.61459 -0.74700 -11.13314  0.325
57 H 19.92261 0.49617 -10.88760  0.286
58 H 19.57799 -0.29882 -8.40604  0.301
59 H 17.62834 0.75337 -7.85672  0.341
60 H 16.87434 0.21925 -9.27443  0.267
61 H 18.14784 2.20638 -10.49347  0.305
62 H 19.02324 2.37760 -8.95869  0.322
63 H 16.08956 4.25870 -8.11049  0.245
64 H 17.80547 4.72229 -8.68336  0.263
65 H 17.44157 3.45524 -7.36771  0.309
66 C 17.18943 -5.27001 -14.62143  -0.815
67 O 17.63372 -4.79395 -15.91188  -0.245
68 C 18.00291 -5.77138 -16.97253  -0.562
69 C 18.39111 -4.88600 -18.17081  -0.801
70 N 17.13887 -4.17135 -18.69098  -0.305
71 C 17.49437 -3.44523 -19.91430  -0.438
72 C 16.33515 -2.75408 -20.79072  -0.794
73 O 15.08757 -3.55240 -20.90546  -0.306
74 C 14.83094 -3.88903 -22.27262  -0.738
75 H 18.07125 -5.41234 -13.99674  0.306
76 H 16.73916 -6.26002 -14.69370  0.360
77 H 16.45608 -4.52449 -14.31399  0.188
78 H 17.14751 -6.39489 -17.23260  0.339
79 H 18.77754 -6.25047 -16.37376  0.412
80 H 18.79013 -5.43751 -19.02211  0.513
81 H 19.25242 -4.26318 -17.92928  0.360
82 H 16.99800 -3.52031 -17.93178  0.193
83 H 18.07588 -4.17085 -20.48301  0.375
84 H 18.24428 -2.73442 -19.56720  0.392
85 H 16.75157 -2.24212 -21.65825  0.447
86 H 15.79581 -2.06973 -20.13583  0.281
87 H 14.61228 -3.01976 -22.89281  0.299
88 H 14.00381 -4.59024 -22.38332  0.230
89 H 15.78255 -4.24539 -22.66706  0.319
90 N 23.10660 -2.75669 -16.01984  -0.388
91 C 24.11038 -2.23111 -16.77945  0.598
92 N 23.79642 -1.28025 -17.63228  -0.395
93 O 25.26179 -2.58960 -16.64589  -0.656
94 H 23.46439 -3.36547 -15.29771  0.215
95 H 22.20780 -2.29982 -15.96043  0.205
96 H 22.92954 -0.77641 -17.51073  0.194
97 H 24.55002 -0.82339 -18.12572  0.231
98 N 17.20969 -1.04277 -15.55167  -0.225
99 C 17.82832 -0.00632 -15.84068  0.783
100 N 17.06016 0.92402 -16.28992  -0.396
101 O 19.03803 0.09534 -15.81201  -0.713
102 H 16.20728 -0.94664 -15.47409  0.078
103 H 17.65202 -1.94290 -15.43244  0.092
104 H 17.47497 1.82021 -16.50176  0.218
105 H 16.10694 0.64065 -16.46642  0.135

Forces on atoms 1 to 2 (eV/Å):
0.43 0.93 0.30
-0.54 -1.35 0.13

The value obtained for the energy above the lowest of the compared OMol25 structures with the same formula, charge and spin is 8.5 kcal/mol. For the HOMO energy, the calculation gives -8.56 eV. Its total charge is 0. Its spin multiplicity is 1.